ORCA calculation (ωB97M-V with the def2-TZVPD basis set) on a 2-piece molecular cluster, CClN2O4 overall in a non-equilibrium geometry.

Computed properties:
* LUMO: 3.37 eV
* energy above the lowest of the compared OMol25 structures with the same formula, charge and spin: 0.0 kJ/mol
* frontier orbital gap: 8.078 eV
* energy: -908.7242 Eh
* maximum force: 2.82 eV/Å

```
! wB97M-V def2-TZVPD RIJCOSX def2/J DEFGRID3
* xyz -1 1
C -1.28519 0.37624 -1.86393
N 0.48756 0.26484 1.79355
N 0.47934 -0.57600 0.81624
O -0.48012 0.14487 -2.62966
O -0.60398 -1.17543 0.87838
O -2.11961 0.62961 -1.11288
O 1.35162 -0.81134 -0.03293
Cl 2.17037 1.14720 2.15124
*
```

***

ORCA calculation (ωB97M-V with the def2-TZVPD basis set) on C7H17N4 as an isolated structure in a non-equilibrium geometry.

Computed properties:
* LUMO: -2.57 eV
* energy above the lowest of the compared OMol25 structures with the same formula, charge and spin: 292.3 kJ/mol
* frontier orbital gap: 9.495 eV
* energy: -495.6051 Eh
* maximum force: 5.59 eV/Å

```
! wB97M-V def2-TZVPD RIJCOSX def2/J DEFGRID3
* xyz 1 1
C -1.31032 1.78192 0.61861
C -0.28323 2.13219 -0.41032
C -0.40244 -1.65692 2.08844
C -0.34230 -0.16440 -0.54774
C -1.09885 0.19102 0.65204
C 0.59171 -1.86064 -0.14215
C 1.52938 1.10809 -1.65792
N -0.19289 -2.39117 0.87573
N 0.57774 0.96956 -0.57649
N 0.67212 -2.59696 -1.26836
N -0.44257 -0.22832 1.87460
H -1.25620 2.07562 1.66732
H -2.38269 2.09192 0.29717
H -0.72406 2.15695 -1.40156
H 0.24645 3.17649 -0.34485
H -1.39254 -2.02347 2.41256
H 0.43489 -1.90639 2.78967
H -1.08254 -0.23209 -1.31176
H -2.17719 -0.37884 0.60203
H 1.49956 -1.42175 0.24017
H 2.40648 1.62121 -1.35095
H 1.83868 0.12308 -1.92469
H 1.01718 1.57546 -2.48827
H -1.00805 -2.75588 0.53043
H 1.02185 -1.94752 -1.94183
H -0.17755 -2.97944 -1.47138
H -0.83428 0.18504 2.82004
H 1.17499 0.93419 0.26711
*
```

***

ORCA calculation (ωB97M-V with the def2-TZVPD basis set) on a 2-piece molecular cluster, C5H10O2 overall in a non-equilibrium geometry.

Computed properties:
* LUMO: 0.82 eV
* energy above the lowest of the compared OMol25 structures with the same formula, charge and spin: 358.9 kJ/mol
* frontier orbital gap: 9.274 eV
* energy: -346.8887 Eh
* SMILES string: C/C=C\O.C=CO
* maximum force: 3.88 eV/Å

```
! wB97M-V def2-TZVPD RIJCOSX def2/J DEFGRID3
* xyz 0 1
C -1.35368 1.25327 0.92433
C -1.09172 0.96181 -0.53265
C -1.34910 -0.23710 -1.08138
O -1.72804 -1.36683 -0.48930
H -2.36798 1.01368 1.08596
H -1.05641 2.28735 1.02838
H -0.74064 0.53850 1.57074
H -0.67695 1.78775 -1.16003
H -1.41967 -0.31086 -2.08590
H -1.30592 -1.48876 0.29916
C 1.54248 -0.81196 0.85736
C 1.80347 -0.86108 -0.43203
O 2.41424 0.05577 -1.18801
H 1.96825 -0.15279 1.56783
H 1.03818 -1.50750 1.36796
H 1.15372 -1.51208 -1.03998
H 3.16978 0.35082 -0.69243
*
```

***

ORCA calculation (ωB97M-V with the def2-TZVPD basis set) on a 3-piece molecular cluster, C12H24Br3INO6 overall in a non-equilibrium geometry.

Computed properties:
* LUMO: -5.17 eV
* frontier orbital gap: 7.670 eV
* energy: -8997.2796 Eh
* maximum force: 1.28 eV/Å

```
! wB97M-V def2-TZVPD RIJCOSX def2/J DEFGRID3
* xyz 1 1
C 4.32896 -0.72341 3.50580
C 2.98683 -0.32690 2.94626
I 3.16473 1.14576 1.38295
C 2.21209 -1.56151 2.42736
N 0.85034 -1.69354 3.07490
Br 1.10061 -2.12235 4.91080
C -0.06958 -0.53937 2.82150
Br -0.48086 -0.67897 0.91225
C -1.36699 -0.57476 3.64303
C -2.59632 0.03037 2.96507
Br -1.09239 0.41456 5.30364
H 4.98736 -1.13235 2.74749
H 4.15644 -1.49461 4.25513
H 4.81841 0.10131 4.00969
H 2.39134 0.14035 3.72385
H 2.11224 -1.50468 1.35367
H 2.76658 -2.44278 2.72016
H 0.39892 -2.51291 2.65669
H 0.41169 0.41986 2.95107
H -1.61236 -1.61032 3.85851
H -3.29867 0.25296 3.75789
H -3.07739 -0.67783 2.30316
H -2.36585 0.96495 2.47135
C 4.09238 -0.00802 -5.81877
O 4.02003 -0.04208 -4.38751
C 2.78965 0.05802 -3.89752
O 1.77260 0.16767 -4.52956
O 2.86856 0.01332 -2.55786
C 1.60910 0.11702 -1.90304
H 5.14333 -0.09806 -6.07480
H 3.54144 -0.84096 -6.24995
H 3.70607 0.93490 -6.19918
H 0.95555 -0.70834 -2.19003
H 1.12789 1.06800 -2.13196
H 1.81718 0.06790 -0.83443
C -5.98153 3.05345 -2.30688
O -4.95036 2.21293 -2.83771
C -4.50599 1.28565 -1.99914
O -4.88110 1.10504 -0.86721
O -3.55414 0.57872 -2.62068
C -3.00776 -0.46334 -1.82282
H -6.24203 3.75328 -3.09453
H -6.85700 2.46492 -2.04143
H -5.62034 3.60233 -1.43968
H -3.77452 -1.18712 -1.55099
H -2.54812 -0.05074 -0.92448
H -2.24703 -0.95831 -2.42203
*
```

***

ORCA calculation (ωB97M-V with the def2-TZVPD basis set) on an isolated molecule of C5H8N2O2 in a non-equilibrium geometry.

Computed properties:
* LUMO (spin up / spin down): -0.45 / -0.45 eV
* energy above the lowest of the compared OMol25 structures with the same formula, charge and spin: 541.3 kJ/mol
* frontier orbital gap (spin up / spin down): 7.977 / 7.974 eV
* energy: -455.1523 Eh
* SMILES string: C[C@@H]1C[C@@]1(N)C(=O)N=O
* maximum force: 2.42 eV/Å

```
! wB97M-V def2-TZVPD RIJCOSX def2/J DEFGRID3
* xyz 0 1
C 1.91228 0.16720 0.17199
C 0.54196 0.68520 -0.11795
C -0.48520 0.85679 0.97758
C -0.75694 -0.41548 0.23681
N -0.55888 -1.67081 0.81215
C -0.88398 -0.34200 -1.24849
O -0.53839 -1.26560 -1.99644
N -1.93382 0.52798 -1.84706
O -1.89932 1.71416 -1.60576
H 2.54670 0.96040 0.57852
H 1.90884 -0.63917 0.91101
H 2.36210 -0.22310 -0.74429
H 0.53187 1.49493 -0.84555
H -0.15250 0.74476 2.00661
H -1.15763 1.69913 0.85971
H -0.43842 -2.43254 0.14766
H -0.99867 -1.86184 1.70348
*
```

***

ORCA calculation (ωB97M-V with the def2-TZVPD basis set) on a 20-piece molecular cluster, H41O20 overall in a non-equilibrium geometry.

Computed properties:
* LUMO: -2.83 eV
* energy above the lowest of the compared OMol25 structures with the same formula, charge and spin: 268.9 kJ/mol
* frontier orbital gap: 10.321 eV
* energy: -1529.1039 Eh
* maximum force: 2.73 eV/Å

```
! wB97M-V def2-TZVPD RIJCOSX def2/J DEFGRID3
* xyz 1 1
O 0.40773 3.88685 -3.09718
H 1.43796 1.31215 2.82260
O 2.76750 3.65153 0.61470
H 3.53229 4.07466 0.23894
H 3.46881 -1.34426 3.63519
O -3.09739 1.24739 1.07431
H -2.32053 0.66982 1.24533
H -3.79390 0.58512 1.11601
O -0.78337 -4.95136 -0.81194
H -1.71551 -5.17787 -0.93472
H 1.53455 1.28422 -4.88400
O -0.67550 -2.22345 4.31699
H -5.64818 -0.74908 1.08005
H -0.41990 -5.61914 -1.40606
O 0.94527 0.99476 2.04877
H 3.28195 1.46390 0.00263
H -0.30496 -2.90918 3.75575
O -1.21489 -0.63351 1.43056
H 0.91520 -1.14246 0.89752
H 0.25886 1.50123 -0.76230
O 1.17640 -3.03525 -4.42844
H 1.52612 -3.67618 -3.79436
H 2.02657 -2.76395 -4.79617
O -5.04276 -0.78012 0.32439
H -5.02428 -1.73690 0.22481
H 0.13565 -1.82348 4.63124
O 0.75342 5.14649 0.52674
H 0.58152 1.86623 1.82802
H 0.27140 4.57046 -0.07382
O -1.34023 2.92493 -0.12460
H -2.19930 2.49627 -0.00884
H -1.20262 -1.08369 2.27534
O 3.44010 0.59301 0.45388
H 3.95183 0.13330 -0.23593
H -2.98246 -1.01964 -1.49993
O -1.46795 2.07871 3.52315
H -1.55736 3.03819 3.45128
H -2.27722 1.85984 3.02433
O 2.43712 -5.28137 -0.45644
H 2.37646 4.28187 1.22797
H 1.75222 -4.64227 -0.20847
O 1.86520 -1.10226 1.08407
H 0.32943 6.00977 0.50926
H 0.31651 2.91833 -3.13400
O 1.02127 1.22071 -4.08611
H -1.26332 3.64540 0.49365
H 1.54856 1.19889 -3.28088
O -2.79755 -0.60635 -0.63408
H -2.86204 0.29564 -0.97821
H 2.58516 -4.97273 -1.35930
O 1.06799 1.63647 -1.26903
H -0.29685 4.13627 -3.70592
H -1.62380 -1.06619 0.66637
O 2.66721 -1.86237 3.48664
H 2.39155 0.17518 0.50171
H 2.96529 -2.76191 3.67185
O -2.40340 -3.03071 -3.25385
H -1.56578 -3.02611 -3.73688
H -3.03352 -3.33883 -3.91420
H 1.89329 -1.10588 2.06237
H 1.28417 2.56893 -1.37077
*
```

***

ORCA calculation (ωB97M-V with the def2-TZVPD basis set) on C19H28N9STc as an isolated structure.

Computed properties:
* LUMO (spin up / spin down): -9.58 / -11.18 eV
* energy above the lowest of the compared OMol25 structures with the same formula, charge and spin: 0.0 kJ/mol
* frontier orbital gap (spin up / spin down): 7.901 / 6.242 eV
* energy: -1711.7343 Eh
* maximum force: 0.24 eV/Å

```
! wB97M-V def2-TZVPD RIJCOSX def2/J DEFGRID3
* xyz 3 4
Tc -0.02204 0.80284 0.01144
C -1.92061 -0.14945 3.83556
C -1.52982 -0.00468 2.41255
N -0.50120 0.69757 2.04501
N 0.31488 1.14648 3.05909
C 0.77552 2.36791 2.88314
N 1.52375 2.90384 3.84128
S 0.45159 3.32081 1.46617
C -2.24454 -0.68754 1.31744
C -3.33233 -1.51680 1.51405
C -3.90836 -2.15907 0.42292
C -3.36832 -1.95703 -0.83474
C -2.27643 -1.11676 -0.96111
N -1.72388 -0.48428 0.07967
H -1.73437 0.77995 4.36914
H -1.30110 -0.91641 4.31074
H -2.96320 -0.43107 3.94560
H 1.61254 2.43289 4.73028
H 1.87954 3.84246 3.75922
H -3.72721 -1.67327 2.50644
H -4.76098 -2.81093 0.56127
H -3.77645 -2.44028 -1.71140
H -1.83820 -0.95254 -1.93433
N 1.98385 1.65330 -0.41022
C 2.01696 2.36631 -1.71087
C 1.38649 1.43925 -2.71679
N 0.04005 0.98221 -2.22637
C -1.09355 1.83407 -2.73014
C -1.41055 2.93562 -1.74531
N -1.60572 2.28808 -0.42175
H 2.29918 2.28012 0.32918
H 2.63984 0.87363 -0.45186
H 3.03966 2.61054 -1.99979
H 1.47638 3.30418 -1.59584
H 2.00468 0.54465 -2.82351
H 1.29663 1.89827 -3.70078
H -0.08353 0.07049 -2.65542
H -1.96659 1.18872 -2.84147
H -0.85416 2.22835 -3.71733
H -2.30656 3.47542 -2.05254
H -0.60725 3.66454 -1.65626
H -2.51304 1.82389 -0.41203
H -1.63233 2.98656 0.32115
N 2.60381 -2.19182 1.39095
C 1.85707 -1.09925 1.46896
N 1.14145 -0.90912 0.35583
C 1.45003 -1.99197 -0.49293
C 0.98982 -2.36053 -1.75852
C 1.51354 -3.50506 -2.32489
C 2.47017 -4.28779 -1.65938
C 2.91788 -3.95284 -0.39991
C 2.38411 -2.79691 0.15963
H 3.21408 -2.52863 2.12346
H 1.83170 -0.44783 2.33156
H 0.21909 -1.81862 -2.28656
H 1.17206 -3.81671 -3.30263
H 2.85248 -5.17639 -2.14203
H 3.64346 -4.55938 0.12500
*
```

***

ORCA calculation (ωB97M-V with the def2-TZVPD basis set) on a 4-piece molecular cluster, C4H17N3O4 overall in a non-equilibrium geometry.

Computed properties:
* LUMO: 0.63 eV
* energy above the lowest of the compared OMol25 structures with the same formula, charge and spin: 61.4 kJ/mol
* frontier orbital gap: 9.442 eV
* energy: -627.8450 Eh
* SMILES string: C[C@H](NCN)C(N)=O.O.O.O
* maximum force: 1.25 eV/Å

```
! wB97M-V def2-TZVPD RIJCOSX def2/J DEFGRID3
* xyz 0 1
C -1.93058 0.79010 -1.59029
C -0.40804 0.79352 -1.49808
N 0.07058 -0.24790 -2.39423
C 1.47734 -0.62986 -2.41993
N 2.17493 -1.03188 -1.24477
C -0.07244 0.47638 -0.02168
N 0.84301 1.25649 0.56268
O -0.55173 -0.53199 0.48505
H -2.39949 1.36694 -0.80249
H -2.28291 1.20349 -2.54005
H -2.35535 -0.21249 -1.62248
H -0.02620 1.73785 -1.86889
H -0.60447 -1.00422 -2.44198
H 1.97201 0.21364 -2.90130
H 1.52169 -1.42224 -3.15775
H 2.50854 -0.30420 -0.63591
H 1.77624 -1.82412 -0.76964
H 1.20880 2.03511 0.04291
H 1.28655 1.02252 1.43633
O -0.91565 -0.38718 3.39927
H -1.42302 -1.02007 2.87740
H -0.12135 -0.31470 2.85497
O -1.52705 2.07251 1.62306
H -1.32254 1.33052 2.21769
H -2.45929 1.93060 1.42323
O 1.20125 -2.24772 1.72975
H 0.62128 -1.89191 1.02634
H 0.87837 -3.12552 1.94961
*
```

***

Question: Look up the maximum force of the second one.
Answer: 5.59 eV/Å